A molecular structure, C30H33BCrNO3, computed with ωB97M-V/def2-TZVPD.

Calculated values
Energy above the lowest of the compared OMol25 structures with the same formula, charge and spin = 33.3 kcal per mole
Net charge = +3
Multiplicity = 3

```
69
Properties=species:S:1:pos:R:3:forces:R:3:lowdin_charge:R:1
O 4.0498 0.7587 1.1581 -0.50 0.22 -4.16 0.190
C 3.8661 0.7491 0.0056 0.32 -0.16 5.13 -0.046
Cr 3.4397 0.4540 -1.8125 1.11 -1.09 1.55 0.256
C 2.0825 -0.6492 -1.1457 -2.45 -2.30 1.67 -0.109
O 1.2830 -1.3587 -0.6689 2.41 2.15 -1.51 0.145
C 4.4792 -1.1263 -1.6756 2.01 -4.77 1.11 -0.036
O 4.9980 -2.1385 -1.4349 -1.65 3.75 -1.08 0.226
C 4.7769 1.7281 -2.9559 0.87 0.69 -0.86 -0.048
C 3.9100 2.5337 -2.2142 0.50 0.44 0.15 -0.062
C 2.5332 2.3203 -2.2812 -1.72 0.96 -0.04 -0.051
C 1.9832 1.3224 -3.1068 -0.56 0.34 -0.29 -0.248
C 0.5792 0.9588 -2.9429 -1.33 -0.89 1.69 0.142
C -0.4459 0.5114 -2.4154 3.05 1.62 -2.07 0.036
C -1.6933 0.0580 -1.9952 -2.63 -0.64 -0.95 -0.018
C -1.9537 -1.3673 -2.2159 0.26 0.10 -0.19 -0.131
C -1.0572 -2.1035 -3.0482 0.53 -0.47 0.22 0.005
C -1.1349 -3.4867 -3.2028 -0.14 0.60 0.03 -0.019
C -2.1699 -4.1949 -2.5791 0.36 0.24 0.00 0.005
C -3.1376 -3.4880 -1.8642 -0.29 0.57 0.20 -0.018
C -3.0609 -2.1010 -1.7246 -0.14 -0.55 0.20 0.018
C -2.6687 1.1018 -1.6693 0.18 0.29 0.10 -0.135
C -2.4062 2.4422 -2.0890 0.39 0.31 0.16 0.010
C -3.2410 3.5105 -1.7785 0.08 -0.33 -0.07 -0.021
C -4.4274 3.2833 -1.0694 0.44 -0.22 -0.13 0.006
C -4.7585 1.9707 -0.7167 0.08 -0.42 0.04 -0.022
C -3.9049 0.9087 -1.0076 -0.39 0.06 0.25 0.006
C 2.8777 0.5275 -3.8544 -1.21 -0.80 -1.06 -0.046
C 4.2573 0.7349 -3.7940 0.54 0.25 -0.49 -0.059
H 5.8569 1.8669 -2.8740 -0.34 -0.06 -0.02 0.166
H 4.3019 3.3105 -1.5582 -0.06 -0.27 -0.11 0.162
H 1.8487 2.8912 -1.6536 0.27 -0.03 -0.19 0.160
H -0.2818 -1.5705 -3.5922 -0.05 -0.12 0.22 0.114
H -0.3872 -4.0063 -3.8025 -0.30 0.17 0.08 0.128
H -2.2123 -5.2805 -2.6599 -0.08 0.27 0.01 0.135
H -3.9706 -4.0171 -1.3966 0.23 0.18 -0.26 0.131
H -3.8745 -1.6024 -1.2233 0.18 -0.30 0.07 0.091
H -1.5226 2.6389 -2.6958 -0.22 0.00 0.24 0.114
H -2.9683 4.5216 -2.0860 -0.12 -0.37 0.00 0.129
H -5.0711 4.1168 -0.7956 0.06 -0.21 -0.10 0.134
H -5.6934 1.7677 -0.1910 0.30 0.06 -0.18 0.130
H -4.2059 -0.0797 -0.6895 0.01 0.39 0.14 0.092
H 2.4678 -0.2981 -4.4361 0.20 0.28 0.01 0.162
H 4.9256 0.1026 -4.3771 -0.15 0.09 0.21 0.164
C -0.8536 0.1940 5.7152 0.05 0.12 0.11 -0.047
C 0.1798 -0.5415 4.8852 -0.23 -0.10 0.19 -0.170
N 0.0602 -0.3271 3.3750 -0.17 -0.02 -0.40 -0.230
C 0.2945 1.1500 3.1336 -0.24 0.04 -0.11 -0.167
C 0.1727 1.5311 1.6727 0.13 0.37 -0.21 -0.064
C 1.2175 -1.0939 2.7626 -0.06 0.00 -0.28 -0.189
C 1.1415 -2.5809 3.0364 0.35 -0.27 -0.03 -0.044
B -1.3481 -0.7776 2.6507 4.35 -1.88 -1.02 -0.090
H -1.3581 -0.7486 1.3556 -0.14 0.89 1.49 0.127
H -0.7164 -0.1083 6.7614 -0.13 0.05 -0.26 0.111
H -0.7255 1.2815 5.6841 -0.11 -0.25 0.06 0.086
H -1.8751 -0.0676 5.4220 0.01 0.02 0.07 0.088
H 1.1871 -0.1931 5.1661 -0.25 -0.17 -0.24 0.147
H 0.1336 -1.6163 5.0868 -0.13 0.33 -0.18 0.125
H -0.4415 1.6856 3.7413 0.17 -0.05 -0.24 0.123
H 1.2941 1.3916 3.5254 -0.30 -0.10 -0.03 0.150
H 0.1544 2.6222 1.6021 0.07 -0.11 -0.01 0.103
H 1.0228 1.1670 1.0882 -0.10 0.06 0.01 0.058
H -0.7475 1.1585 1.2143 0.22 0.23 0.07 0.047
H 1.1953 -0.9060 1.6859 -0.04 -0.03 0.23 0.084
H 2.1494 -0.6737 3.1695 -0.32 0.02 -0.06 0.142
H 1.8933 -3.0701 2.4099 -0.13 -0.03 0.11 0.101
H 1.3791 -2.8287 4.0752 -0.06 -0.02 -0.28 0.094
H 0.1675 -3.0050 2.7804 0.06 -0.01 -0.01 0.084
H -1.6455 -1.8610 3.1053 -1.01 0.38 1.02 0.125
H -2.2001 -0.0041 3.0256 -2.04 0.51 0.27 0.212
```
Positions in Å, forces in eV/Å.

***

20 unconnected molecules or ions with the total composition C36H94Br2N9O9, computed with ωB97M-V/def2-TZVPD.

Calculated values
Net charge = +7
Multiplicity = 1
Total energy = -210657.448 eV

```
150
Properties=species:S:1:pos:R:3:forces:R:3:lowdin_charge:R:1
C -10.0731 -14.2964 -21.3369 -0.28 1.83 0.08 -0.021
C -9.3434 -15.1636 -20.3224 -1.65 -1.18 0.25 -0.539
O -8.9095 -14.9426 -19.1966 -0.02 0.36 -1.28 0.030
N -9.4722 -16.4172 -20.8466 1.54 -1.35 1.79 -0.023
H -13.8164 -9.7986 -25.4346 0.78 1.26 -0.22 -0.066
H -9.9805 -16.4906 -21.6947 -0.12 -0.39 -0.44 0.105
C -8.9935 -17.6344 -20.1623 -1.67 -0.29 0.35 -0.071
H -9.7737 -13.2429 -21.2280 0.17 -0.36 -0.37 0.083
H -11.1940 -14.2431 -21.1945 1.22 -0.57 0.05 0.106
H -9.8281 -14.7103 -22.3426 -0.33 0.85 0.62 0.087
H -8.0221 -17.9536 -20.4881 0.89 0.39 0.23 0.062
H -9.6087 -18.4922 -20.4985 -0.12 0.54 0.27 0.079
H -9.1055 -17.5620 -19.0328 0.39 0.15 -1.55 0.101
C -1.0619 -22.2979 -21.6126 -1.28 3.14 -0.25 0.048
C -1.6378 -22.1104 -20.2628 0.00 -0.56 0.88 -0.276
O -2.5109 -21.5031 -19.7852 -0.03 0.23 -0.37 0.183
N -0.9230 -23.0667 -18.9792 0.36 2.54 -0.67 0.062
H -0.3269 -22.2912 -18.5836 0.04 -0.93 -0.28 0.118
H -1.7271 -23.0572 -18.3694 -0.32 -0.52 0.29 0.141
C -0.2341 -24.3490 -19.1204 1.30 -0.29 0.55 -0.027
H -0.0769 -22.5692 -21.5052 2.13 -1.42 -0.26 0.065
H -1.0405 -21.3395 -22.2364 -0.15 -0.73 1.42 0.148
H -1.7501 -22.8525 -22.1972 -0.27 -1.45 -0.41 0.103
H 0.7333 -24.2367 -19.6157 -0.15 0.28 0.20 0.113
H -0.7952 -25.0242 -19.6906 -1.10 -0.72 -1.05 0.080
H -0.0784 -24.8808 -18.1699 0.01 0.72 -0.01 0.116
C 2.2505 -8.9516 -21.8223 0.24 -0.39 -0.29 0.031
C 3.0508 -9.1424 -23.0993 0.70 1.34 0.35 -0.364
O 3.0305 -8.4245 -24.0334 0.06 -0.68 0.03 0.203
N 4.0771 -10.3266 -23.1512 0.91 -0.21 1.04 0.088
H 4.0760 -10.8339 -22.2531 -0.22 0.04 -0.59 0.172
H 3.8050 -10.9314 -23.8930 -1.10 -0.88 -0.57 0.155
C 5.5425 -10.1065 -23.5595 -0.81 3.69 0.47 0.052
H 1.2035 -9.0639 -22.2002 0.62 -0.04 0.95 0.121
H 2.4068 -7.9112 -21.4901 -0.16 -0.32 -0.38 0.115
H 2.5669 -9.5954 -20.9671 -0.64 0.19 -0.86 0.098
H 6.1131 -9.8556 -22.6643 -0.01 -0.22 -0.17 0.111
H 5.5279 -9.1901 -24.2230 0.15 -1.19 0.56 0.132
H 5.8943 -10.9520 -24.0657 0.44 -1.22 -0.61 0.086
C -22.3320 -18.2259 -16.2381 -0.85 1.32 0.12 0.046
C -23.2158 -17.5529 -15.2271 -0.57 0.75 0.17 -0.352
O -24.2423 -16.9818 -15.3280 0.73 -0.52 -0.21 0.215
N -22.7096 -17.5750 -13.6988 0.94 -2.81 -0.82 0.095
H -21.6894 -17.6298 -13.5227 -0.61 0.43 -0.40 0.183
H -23.1124 -16.7806 -13.2477 -0.40 0.79 0.47 0.159
C -23.3046 -18.8656 -13.1427 -1.23 0.56 2.72 0.001
H -22.9204 -18.4704 -17.1374 0.38 -0.03 0.52 0.128
H -21.7572 -18.9992 -15.8146 0.25 -1.46 0.42 0.073
H -21.5687 -17.4906 -16.4614 0.09 0.49 -0.47 0.107
H -23.0131 -19.0240 -12.0714 -0.01 0.69 -0.82 0.120
H -22.9803 -19.7888 -13.5838 0.14 0.06 -1.11 0.096
H -24.4139 -18.7404 -13.0906 0.94 -0.27 -0.54 0.130
C -10.0278 -24.2518 -12.7711 -0.58 -0.47 2.82 0.008
C -9.6766 -24.0338 -14.0870 0.26 -0.71 -2.72 -0.076
O -9.2803 -23.9321 -15.1351 -0.42 0.23 1.18 0.355
N -14.9333 -22.3737 -4.7891 0.84 0.90 -1.54 -0.039
H -14.0840 -22.5108 -4.2782 0.16 -0.18 0.03 0.068
H -15.6561 -22.1331 -4.2024 -1.67 0.86 1.53 0.035
C -15.3112 -23.3878 -5.7321 3.58 -2.37 0.90 -0.190
H -11.0454 -23.8716 -12.4787 0.81 -0.75 -0.59 0.145
H -9.3031 -23.7400 -12.1470 0.41 0.78 0.12 0.129
H -9.7698 -25.3010 -12.4437 -0.90 0.51 -0.83 0.174
H -15.0233 -23.2305 -6.8098 -1.40 0.33 0.87 0.080
H -16.1642 -23.9459 -5.3691 -0.90 0.40 -1.05 0.078
H -14.5296 -24.1654 -5.4721 -0.61 0.06 -0.72 0.083
C -15.6977 -5.4946 -19.8209 -1.41 1.10 0.95 -0.045
C -17.0121 -6.0794 -19.1640 2.97 -3.44 0.61 -0.227
C -16.8212 -7.3430 -18.5288 -2.92 5.82 -3.16 -0.052
C -17.9275 -7.7388 -17.7004 -1.32 -3.06 0.13 -0.272
C -17.5844 -8.0707 -16.4910 0.53 0.96 6.65 -0.075
C -0.9249 -5.3458 -9.0800 -0.14 0.98 -6.23 -0.232
N -18.2951 -5.4061 -19.1345 1.11 -2.87 1.47 0.002
O -18.2291 -4.4729 -19.8181 -0.97 3.47 -1.98 0.060
C -1.1326 -5.1473 -7.8695 -1.36 -0.16 7.95 -0.036
C -0.8904 -5.2639 -10.4373 2.37 -0.71 0.82 -0.027
C -13.1649 -8.9939 -25.9093 -1.23 -1.23 0.20 0.133
H -15.6209 -4.6160 -20.5095 -1.04 -0.40 1.02 0.086
H -15.3637 -6.2706 -20.4533 1.03 -1.14 -0.19 0.043
H -15.1139 -5.2909 -18.9033 0.43 -0.19 -0.96 0.085
H -6.2386 -2.9599 -13.4915 -0.04 -0.01 0.02 0.240
H -15.8691 -7.8008 -18.5922 0.61 -0.57 0.22 0.102
H -18.9848 -8.1359 -17.8768 1.49 1.44 -0.93 0.139
H -11.5088 -8.5060 -14.0183 0.04 0.06 0.01 0.053
H -16.4554 -7.7598 -15.9764 -3.36 -1.19 -1.63 0.134
H -18.4963 -8.2515 -15.6622 2.85 0.11 -2.21 0.117
H -12.5551 -25.5288 -14.6278 0.41 0.29 0.11 -0.113
H -0.4867 -4.6977 -6.9992 -0.75 -0.11 -2.49 0.121
H -2.0279 -5.5670 -7.2298 1.52 0.12 -1.80 0.111
H -1.6062 -4.5776 -11.0424 1.73 -1.21 1.21 0.083
H 0.1487 -5.7714 -10.8773 -3.38 1.12 0.56 0.115
H -10.3734 -16.6037 -5.4659 -0.02 -0.02 -0.02 0.127
H -13.6966 -7.8684 -25.8254 2.20 -1.81 -0.13 -0.089
H -11.7523 -10.5057 -26.2908 -1.72 2.86 0.61 0.251
H -13.2668 -6.4898 -24.3571 -0.05 -1.04 -0.52 0.086
C 0.0250 -17.1399 -20.0019 -0.67 -1.10 0.28 -0.097
C -0.3529 -16.8555 -18.5017 2.54 2.09 -0.69 -0.315
C -1.4671 -17.6638 -18.0092 -2.40 0.50 1.86 -0.217
O -1.8095 -17.5351 -16.5844 0.07 1.21 -0.92 -0.213
C -2.7868 -16.4771 -16.3468 1.12 -0.09 -0.16 -0.082
N 0.9050 -17.0254 -17.5634 -1.68 -2.15 -0.96 0.156
H 1.5814 -17.6476 -18.0730 -0.02 0.03 0.12 -0.031
H 1.3001 -16.1696 -17.2397 0.23 0.64 0.43 0.142
H 0.5667 -17.6627 -16.8104 0.57 0.90 -0.08 0.140
H -0.9233 -17.1163 -20.5936 0.80 0.69 0.28 0.092
H 0.3639 -18.2040 -20.1462 -0.15 1.21 0.47 -0.049
H 0.8314 -16.4755 -20.3683 -0.76 -0.17 0.12 0.090
H -0.5680 -15.7556 -18.4054 -0.07 -1.04 -0.04 0.151
H -1.3893 -18.7001 -18.0844 0.85 -1.71 -0.68 0.090
H -2.3330 -17.3688 -18.5966 -0.27 0.02 -0.19 0.132
H -3.7582 -16.8343 -16.7342 0.30 0.47 0.06 0.085
H -2.4281 -15.5217 -16.8744 -0.82 -1.16 0.95 0.105
H -2.8504 -16.3609 -15.2343 0.13 0.13 -1.09 0.096
C -10.1270 -14.3826 -11.5298 -0.23 -1.90 -2.07 -0.020
C -9.1058 -14.8793 -10.5198 -0.07 -0.81 -0.72 -0.278
C -9.1713 -16.0620 -9.5469 -2.96 0.13 1.13 -0.682
O -7.9465 -16.5772 -9.2530 -0.77 1.96 -1.47 -0.221
C -7.8931 -17.4129 -8.1372 1.24 -2.67 0.58 -0.103
N -8.1031 -15.3764 -11.5199 2.83 2.20 -0.51 0.188
H -7.2621 -15.6953 -11.0593 0.84 0.34 0.53 0.159
H -8.3985 -16.2272 -11.9019 -1.39 -1.67 -1.07 0.128
H -7.8531 -14.7193 -12.3290 -0.44 -1.01 1.60 0.214
H -11.0628 -13.8755 -11.4820 -0.39 0.64 1.51 0.096
H -10.4200 -15.2765 -12.1364 0.11 0.37 0.41 0.094
H -9.4969 -13.8364 -12.2427 -0.58 0.55 0.20 0.088
H -8.7673 -14.0801 -9.8853 0.93 0.51 -0.17 0.165
H -2.8621 -4.5403 -30.9228 -0.02 0.05 -0.04 0.376
H -9.8431 -15.6969 -8.7440 1.33 0.07 0.39 0.098
H -7.6991 -18.4914 -8.5378 -0.05 1.88 1.00 0.133
H -8.8158 -17.4726 -7.5637 -0.07 0.37 -0.03 0.039
H -7.0711 -17.0043 -7.5289 -0.31 -0.69 -0.02 0.115
C -14.4571 -24.0724 -27.2629 -1.06 0.38 -1.93 -0.057
C -14.4110 -24.8422 -25.9937 0.06 0.72 0.71 -0.298
C -14.4181 -23.8444 -24.7766 -2.01 -0.46 0.36 -0.103
O -15.3501 -24.4323 -23.8103 -0.57 0.26 -0.95 -0.243
C -15.6093 -23.6628 -22.6655 0.55 2.07 1.54 -0.109
N -15.5908 -25.7802 -25.7978 0.21 -1.95 -1.50 0.212
H -15.3765 -26.3786 -24.9984 -0.06 -0.05 0.04 0.168
H -16.3576 -25.2251 -25.4781 -0.99 0.47 0.18 0.145
H -15.9262 -26.4486 -26.5944 1.12 1.78 1.30 0.239
H -14.4652 -24.6708 -28.1980 0.43 -0.05 0.69 0.107
H -13.6091 -23.3741 -27.3260 -0.34 -0.23 0.11 0.111
H -15.4071 -23.5092 -27.3723 0.53 0.08 0.41 0.107
H -13.5103 -25.4099 -25.9594 0.45 -0.84 0.08 0.144
H -14.7167 -22.8284 -25.1655 0.02 -0.92 0.72 0.148
H -13.5075 -23.7930 -24.2207 1.07 0.16 -0.26 0.119
H -16.1954 -24.1495 -21.8396 0.98 -0.49 -1.13 0.109
H -16.2348 -22.7347 -22.8034 0.66 -0.72 -0.70 0.102
H -14.5978 -23.3067 -22.3001 -1.16 -0.34 0.19 0.101
Br -10.4456 -17.5553 -9.9264 -0.02 -0.15 -1.13 0.708
Br 1.5517 -19.7549 -18.7665 -0.12 -0.86 0.18 -0.150
```
Positions in Å, forces in eV/Å.